Here is a cluster of 11 separate species, C36H90BN6O22 in total in a non-equilibrium geometry from OMol25. Energies are from ωB97M-V/def2-TZVPD.

Cartesian coordinates (Å):
1 O 15.60204 -6.85281 2.44887
2 C 14.43352 -7.11058 2.32096
3 O 13.61556 -6.73968 1.34846
4 B 12.22004 -7.07539 1.66564
5 O 12.33341 -7.80186 2.97453
6 C 13.58730 -7.89266 3.34980
7 O 14.01333 -8.46455 4.31405
8 O 11.59163 -7.90718 0.63847
9 C 10.41740 -7.38986 0.33317
10 O 9.57296 -7.85929 -0.32994
11 C 10.27999 -6.04736 1.06687
12 O 11.33194 -5.91637 1.85598
13 O 9.37084 -5.30504 0.92277
14 C 11.21335 -2.41507 6.71836
15 C 10.60505 -2.21330 5.35082
16 C 11.41076 -2.85969 4.21553
17 O 11.00593 -2.46582 2.90054
18 C 11.29851 -1.11028 2.59386
19 N 9.20470 -2.69563 5.40614
20 H 11.57089 -3.43937 6.86101
21 H 10.50007 -2.17614 7.50189
22 H 12.11874 -1.81605 6.87607
23 H 10.53125 -1.14696 5.10412
24 H 11.18310 -3.93093 4.18207
25 H 12.49050 -2.68427 4.33806
26 H 12.30885 -0.90204 2.96626
27 H 10.56124 -0.45529 3.05946
28 H 11.31073 -0.99391 1.51313
29 H 9.17361 -3.64520 5.77671
30 H 8.83871 -2.78169 4.45462
31 C 15.24498 -3.74599 4.16977
32 C 15.60129 -4.29347 5.53242
33 C 16.22504 -5.68120 5.46313
34 O 16.67604 -6.07317 6.72038
35 C 17.32417 -7.32666 6.73925
36 N 16.51560 -3.33529 6.23786
37 H 14.43787 -4.27824 3.66574
38 H 16.09818 -3.64527 3.48860
39 H 14.89494 -2.71395 4.29585
40 H 14.69292 -4.28917 6.15151
41 H 16.93474 -5.74172 4.62589
42 H 15.41534 -6.37321 5.17089
43 H 18.00698 -7.33562 7.59132
44 H 17.92306 -7.50094 5.83796
45 H 16.59893 -8.13783 6.88043
46 H 17.26189 -3.12377 5.56216
47 H 17.03722 -3.83964 6.95485
48 C 13.56101 -3.47014 0.89556
49 C 13.18954 -3.79647 -0.53572
50 C 11.83633 -3.18581 -0.96541
51 O 11.39109 -3.61546 -2.23730
52 C 10.89912 -4.91924 -2.25301
53 N 14.24805 -3.34221 -1.42912
54 H 12.78119 -3.88120 1.54187
55 H 13.65884 -2.38968 1.02525
56 H 14.46941 -3.99839 1.18152
57 H 13.06162 -4.87566 -0.65722
58 H 12.00130 -2.10112 -1.01154
59 H 11.07266 -3.32783 -0.17823
60 H 10.08620 -5.08567 -1.52672
61 H 11.65690 -5.67654 -2.00770
62 H 10.45891 -5.20791 -3.20611
63 H 14.45751 -2.35913 -1.31198
64 H 14.07873 -3.51617 -2.40940
65 C 6.89940 -0.82700 2.24545
66 C 7.35313 -1.99492 1.39387
67 C 8.13805 -1.64781 0.12849
68 O 7.57049 -0.57314 -0.59871
69 C 6.54475 -0.97902 -1.47077
70 N 8.16900 -2.91424 2.21887
71 H 7.68983 -0.11560 2.51240
72 H 6.45901 -1.14665 3.18816
73 H 6.14544 -0.27534 1.67316
74 H 6.45896 -2.59075 1.18255
75 H 8.24583 -2.55451 -0.47353
76 H 9.12553 -1.33020 0.47264
77 H 6.84427 -1.72034 -2.22825
78 H 6.20492 -0.11270 -2.04320
79 H 5.69969 -1.41546 -0.92110
80 H 8.35058 -3.79391 1.72925
81 H 9.12508 -2.55412 2.33740
82 C 11.45528 -11.31139 4.57204
83 C 12.67762 -12.09833 5.04879
84 C 13.52662 -12.60736 3.87917
85 O 14.80552 -13.03460 4.28071
86 C 15.61018 -13.41811 3.19140
87 N 13.48874 -11.12089 5.85233
88 H 10.96258 -10.71567 5.32651
89 H 10.74465 -12.03843 4.14932
90 H 11.73965 -10.71890 3.69559
91 H 12.36320 -12.95156 5.65704
92 H 13.65472 -11.75692 3.19522
93 H 13.00408 -13.47415 3.44971
94 H 15.01413 -13.83561 2.37471
95 H 16.33131 -14.12966 3.58443
96 H 16.14185 -12.54732 2.78749
97 H 14.31907 -11.65985 6.11473
98 H 13.84194 -10.40777 5.19989
99 C 11.16346 -12.48951 0.96144
100 C 12.19092 -12.27941 -0.13843
101 C 13.48005 -11.66148 0.33170
102 O 14.34313 -11.49266 -0.77358
103 C 15.57196 -10.88565 -0.40397
104 N 12.54583 -13.65655 -0.67595
105 H 11.49632 -13.21356 1.70340
106 H 10.23404 -12.85094 0.51940
107 H 10.94140 -11.54424 1.47454
108 H 11.74954 -11.76616 -0.99750
109 H 13.96029 -12.28919 1.09190
110 H 13.25695 -10.68944 0.78006
111 H 16.09441 -10.68391 -1.34156
112 H 16.19975 -11.50709 0.24438
113 H 15.39732 -9.90647 0.06430
114 H 13.51215 -13.60145 -0.99243
115 H 12.00804 -13.88682 -1.50280
116 C 5.74928 -5.43116 -0.01626
117 C 6.44964 -6.73191 -0.30940
118 O 5.81800 -7.50567 -1.34979
119 O 6.07338 -4.42882 -0.94220
120 H 6.06312 -5.14630 0.99108
121 H 4.66366 -5.57799 0.06229
122 H 6.67572 -7.34570 0.56565
123 H 7.44954 -6.44442 -0.65923
124 H 5.69840 -8.39567 -1.01659
125 H 5.96544 -4.79483 -1.82703
126 C 19.44086 -8.57542 2.71336
127 C 18.02070 -9.02359 2.46708
128 O 17.83168 -10.42268 2.35844
129 O 19.99138 -9.00281 3.97492
130 H 19.45251 -7.48426 2.78001
131 H 20.09592 -8.89944 1.89881
132 H 17.76965 -8.60476 1.48660
133 H 17.30897 -8.54649 3.14794
134 H 17.80892 -10.82135 3.23425
135 H 19.46224 -9.73266 4.30923
136 C 7.77554 -8.68399 2.98197
137 C 8.84003 -8.20705 3.94631
138 O 8.33107 -7.17328 4.77140
139 O 6.56301 -9.00239 3.65021
140 H 8.15380 -9.57207 2.47205
141 H 7.68721 -7.88908 2.22794
142 H 9.77214 -7.90248 3.44022
143 H 9.21368 -9.04699 4.56376
144 H 9.00230 -6.99042 5.47398
145 H 6.15239 -8.13967 3.79662
146 C 11.62905 -6.93562 6.09004
147 C 12.71591 -6.71350 7.08938
148 O 12.57559 -7.50518 8.27627
149 O 10.33497 -6.49333 6.53782
150 H 11.52161 -7.99800 5.84016
151 H 11.85644 -6.41515 5.15906
152 H 12.86475 -5.67401 7.38281
153 H 13.70024 -7.00705 6.70007
154 H 12.77339 -8.41970 8.04298
155 H 10.02696 -7.12070 7.20613

Summary:
molecular weight = 969.95 g/mol
net charge = -1
energy = -93457.6421 eV
E_HOMO = -6.56 eV
LUMO energy = 1.91 eV